Formula: C14H31BN2O7
Source: the OMol25 dataset
Level of theory: the ωB97M-V functional and the def2-TZVPD basis

Its total energy is -1213.18265 hartree. The SMILES is NCOC(=O)OB(N)O.C1CCOC1.C1CCOC1.C1CCOC1. Its HOMO-LUMO gap is 10.01 eV. The HOMO energy comes out at -9.529 eV.

The geometry in ORCA input format:
```
! wB97M-V def2-TZVPD RIJCOSX def2/J DEFGRID3
* xyz 0 1
N -2.21313 3.53268 -0.65777
C -2.77442 2.26609 -0.33005
O -3.49481 1.60350 -1.39055
C -2.88540 1.54592 -2.58352
O -3.49738 1.62033 -3.62136
O -1.54551 1.35363 -2.52667
B -1.10550 0.12564 -2.02113
N -1.96091 -0.98823 -1.80201
O 0.24117 0.03129 -1.78540
H -2.78344 4.06146 -1.29474
H -1.27734 3.43471 -1.00741
H -3.49083 2.38562 0.45897
H -1.99246 1.63034 0.05766
H -1.46266 -1.66128 -1.24512
H -2.81899 -0.78403 -1.31419
H 0.55008 0.84557 -1.39213
C 4.37879 2.08708 -0.97553
C 4.27936 3.03530 0.21940
C 2.94728 3.72707 -0.03960
O 2.12516 2.77073 -0.72172
C 2.92876 1.66466 -1.14804
H 5.04714 1.24345 -0.81247
H 4.72133 2.62766 -1.86083
H 4.23120 2.46393 1.14609
H 5.10969 3.73584 0.29251
H 3.06729 4.60258 -0.68665
H 2.44650 4.04062 0.87659
H 2.68777 0.80303 -0.51463
H 2.67420 1.41610 -2.17867
C 3.66963 0.02169 5.01416
C 3.08618 -0.74456 3.82986
C 3.05488 0.32992 2.75226
O 4.15217 1.20872 3.02591
C 4.68068 0.92852 4.32652
H 4.12299 -0.61645 5.77031
H 2.89168 0.61930 5.49393
H 3.76057 -1.55215 3.53761
H 2.10536 -1.17452 4.02376
H 2.12627 0.90982 2.79379
H 3.16389 -0.07575 1.74578
H 5.64748 0.42815 4.20821
H 4.83980 1.86736 4.85678
C -5.56214 -4.80274 -1.18403
C -4.88382 -5.12908 -2.51216
C -4.07510 -3.86388 -2.76639
O -3.72012 -3.34908 -1.47943
C -4.46852 -4.02467 -0.46511
H -5.88976 -5.68021 -0.62917
H -6.43057 -4.16298 -1.35417
H -4.21703 -5.98566 -2.39103
H -5.58023 -5.35196 -3.31827
H -4.66873 -3.10838 -3.29049
H -3.16693 -4.04616 -3.33980
H -3.79406 -4.69726 0.07688
H -4.86301 -3.29013 0.23839
*
```